[1]
{
  "formula": "C3H6N2OS",
  "method": "wB97M-V/def2-TZVPD",
  "species": ["S", "O", "N", "N", "C", "C", "C", "H", "H", "H", "H", "H", "H"],
  "xyz": [[-1.96229, -0.64383, -0.15332], [0.71349, 2.16781, 0.45836], [0.24212, 0.95578, -0.13143], [1.51326, -1.01755, -0.53170], [1.26025, 0.18759, -0.75582], [-1.01764, 0.61462, 0.22212], [1.28627, -1.78557, 0.69128], [2.06771, -2.57848, 0.79170], [1.29964, -1.11728, 1.56245], [-1.46492, 1.40513, 0.81638], [0.30367, -2.23126, 0.61004], [1.82379, 0.89259, -1.37709], [0.19774, 2.92063, 0.07922]],
  "forces_ev_per_angstrom": [[0.23, -0.56, -0.30], [-0.34, 0.09, -0.67], [-0.61, 0.59, 1.33], [1.76, 0.39, -0.02], [-0.27, 0.09, 0.52], [-0.08, 0.48, 0.22], [-0.31, 0.30, -0.67], [-0.66, 0.77, -0.22], [-0.03, -0.19, -0.09], [0.14, 0.20, 0.13], [-0.30, -0.39, 0.27], [0.05, -0.83, -0.58], [0.44, -0.95, 0.07]],
  "homo_lumo_gap_ev": 8.805,
  "smiles": "C/N=C\\N(O)C=S",
  "lumo_ev": 0.074,
  "homo_ev": -8.7305
}


[2]
{
  "formula": "C3H7O2",
  "method": "wB97M-V/def2-TZVPD",
  "species": ["O", "O", "C", "C", "C", "H", "H", "H", "H", "H", "H", "H"],
  "xyz": [[-0.28124, -0.44985, 0.81508], [-0.55694, 1.26942, -0.87086], [-0.26628, 0.57541, 1.76737], [-0.47308, -0.00053, -0.69235], [0.69097, -0.72390, -1.42562], [0.74516, 0.62701, 2.22077], [-1.06835, 0.38388, 2.49859], [1.22524, -0.04853, -2.09675], [0.36804, -1.62862, -1.94447], [1.47088, -0.97102, -0.69398], [-1.42604, -0.58529, -0.88074], [-0.42835, 1.55201, 1.30296]],
  "forces_ev_per_angstrom": [[0.09, 0.05, -0.06], [0.11, 0.05, 0.11], [0.31, -0.28, -0.60], [-0.52, -0.09, -0.10], [0.73, 0.19, 0.60], [-0.44, -0.05, 0.38], [0.35, 0.17, 0.25], [-0.51, 0.14, -0.35], [0.05, -0.03, -0.04], [-0.27, -0.36, 0.06], [0.27, 0.18, -0.06], [-0.19, 0.03, -0.19]],
  "homo_lumo_gap_ev": 7.372,
  "smiles": "CO[C@H](C)[O-]",
  "lumo_ev": 4.608,
  "charge": -1,
  "homo_ev": -2.7644
}


[3]
{
  "formula": "C8H10S",
  "method": "wB97M-V/def2-TZVPD",
  "species": ["S", "C", "C", "C", "C", "C", "C", "C", "C", "H", "H", "H", "H", "H", "H", "H", "H", "H", "H"],
  "xyz": [[0.38403, 2.98925, 0.41361], [0.16597, 2.71597, -1.25605], [-1.40935, -1.35920, 0.52907], [0.96690, -1.67217, -0.21479], [0.37252, 0.18358, 1.47771], [-0.08939, 1.56803, 1.06773], [-0.26526, 0.43408, -0.75484], [-0.07541, -0.65799, 0.26419], [-0.02085, 1.37305, -1.65870], [-1.28849, -2.13595, 1.28042], [0.65508, -2.10782, -1.16290], [-0.07427, -0.12593, 2.42877], [-0.04355, 1.18937, -2.72766], [1.93363, -1.19373, -0.36095], [1.07521, -2.47173, 0.51365], [-2.14492, -0.63979, 0.88021], [-1.78247, -1.81462, -0.38681], [0.18050, 3.55917, -1.92606], [1.46012, 0.16642, 1.59339]],
  "forces_ev_per_angstrom": [[-0.48, -0.61, -0.55], [0.48, 0.34, 0.48], [0.12, 0.08, -0.04], [-0.10, 0.11, 0.11], [0.06, -0.12, 0.21], [-0.31, -1.61, -3.81], [0.14, 2.62, 4.41], [0.07, -0.76, -0.11], [-0.19, 0.33, -0.48], [0.04, -0.10, 0.10], [-0.04, -0.07, -0.06], [0.09, -0.11, -0.07], [0.10, -0.08, -0.14], [0.08, 0.03, -0.01], [0.07, -0.13, 0.08], [-0.08, 0.06, 0.03], [-0.05, -0.05, -0.04], [0.00, 0.16, -0.12], [-0.02, -0.10, 0.01]],
  "homo_lumo_gap_ev": [7.564, 7.530],
  "lumo_ev": [0.170, 0.025],
  "homo_ev": [-7.3941, -7.5053]
}


[4]
{
  "formula": "C8H12N4",
  "method": "wB97M-V/def2-TZVPD",
  "species": ["N", "N", "N", "N", "C", "C", "C", "C", "C", "C", "C", "C", "H", "H", "H", "H", "H", "H", "H", "H", "H", "H", "H", "H"],
  "xyz": [[-0.38394, -1.69856, 0.67466], [-2.02413, 2.97989, -0.06153], [0.94054, -3.36633, 0.15215], [-0.65162, 1.22774, 0.32462], [0.30869, -2.82390, 1.22896], [-0.18230, 2.40731, 1.04224], [-1.75314, 1.62896, -0.27527], [0.62264, -2.68978, -0.98691], [1.11963, -3.28118, -2.26490], [-1.01916, 3.50642, 0.67340], [1.37279, 2.57257, 1.53025], [-0.23443, -1.61158, -0.76390], [1.96511, -2.65374, -2.65738], [-0.76234, 4.48178, 0.76507], [-0.57893, -0.75995, -1.25212], [1.89701, 1.91044, 0.73633], [0.45306, -3.26530, -3.02868], [-2.40772, 0.88646, -0.70865], [1.65619, 3.63984, 1.41835], [-0.56096, -0.83135, 1.27780], [0.28235, -3.37572, 2.19554], [1.15584, -4.35538, -2.04634], [-2.74482, 3.46393, -0.54918], [1.52964, 2.00744, 2.57550]],
  "forces_ev_per_angstrom": [[-0.13, 0.82, 2.09], [-0.04, -1.79, -0.95], [-0.96, -0.44, 2.03], [-0.01, 2.76, 1.77], [0.37, 1.08, -5.07], [0.75, 1.11, -2.18], [0.60, 0.36, 1.23], [-1.04, 0.70, -0.28], [1.57, 0.59, 1.66], [1.83, -5.10, 0.99], [-2.04, -3.07, -0.47], [2.13, -2.94, 4.58], [-0.02, -1.45, 0.51], [0.07, 2.83, 0.41], [-0.40, 0.91, -0.85], [-0.45, 1.32, 1.41], [-2.54, 0.56, -2.21], [-0.32, 0.54, -0.37], [0.00, -0.89, 0.58], [-0.08, -1.72, -1.59], [-0.18, 1.36, -0.72], [1.40, 0.27, -0.26], [-0.33, 0.36, -0.05], [-0.18, 1.84, -2.24]],
  "homo_lumo_gap_ev": 8.678,
  "smiles": "Cc1c[nH]cn1.Cc1c[nH]cn1",
  "lumo_ev": 0.637,
  "homo_ev": -8.0406
}